A single C3H9N3O molecule in a non-equilibrium geometry. Source: OMol25; level of theory: wB97M-V/def2-TZVPD.

Last columns: bonded neighbours and bond lengths (Å).
Element x y z (Å)
1 N 1.9610 2.1181 0.0523  C2 1.411, H8 1.007, H9 1.006
2 C 1.0932 1.2927 -0.6929  N1 1.411, N3 1.519, H10 1.089, H11 1.072
3 N 0.5763 0.1293 0.1361  C2 1.519, C4 1.380, H12 1.018
4 C -0.3362 -0.7538 -0.4046  N3 1.380, O5 1.211, C6 1.534
5 O -0.3068 -1.0393 -1.5814  C4 1.211
6 C -1.0968 -1.5232 0.6834  C4 1.534, N7 1.471, H13 1.087, H14 1.089
7 N -1.8009 -0.5339 1.5143  C6 1.471, H15 1.016, H16 1.020
8 H 2.6724 1.6646 0.6016  N1 1.007
9 H 1.5611 2.9011 0.5408  N1 1.006
10 H 0.1969 1.7993 -1.0474  C2 1.089
11 H 1.5640 0.8603 -1.5529  C2 1.072
12 H 0.2847 0.6277 0.9743  N3 1.018
13 H -1.7505 -2.2252 0.1728  C6 1.087
14 H -0.3172 -2.0147 1.2644  C6 1.089
15 H -2.6425 -0.9242 1.9278  N7 1.016
16 H -2.2412 0.1555 0.9042  N7 1.020

Values from the calculation:
Molecular weight (Da): 103.12
Spin multiplicity: 1
ΔE to the lowest compared entry with this formula, charge and spin (eV): 0.925
E_LUMO (eV): 0.80
Total energy (eV): -9774.614

These are the Mulliken partial charges, in e, on atoms 1 to 6:
1 N -0.519
2 C -0.453
3 N -0.315
4 C 0.490
5 O -0.600
6 C -0.453